Here is a structure of composition C59H122AsF6N14O12 at a distorted geometry from OMol25. Energies are from ωB97M-V with the def2-TZVPD basis set.

**Maximum force**: 3.45 eV Å⁻¹
**Total charge**: -1
**Lowest unoccupied orbital energy**: 2.013 eV

Structure (XYZ):
```
214
Properties=species:S:1:pos:R:3:forces:R:3
As 13.4246 14.4050 14.8872 -0.4 1.7 1.1
F 12.9073 13.8133 16.4821 0.2 0.4 -1.1
F 13.2179 12.8644 14.2312 0.0 -1.4 -0.3
F 14.0121 14.9359 13.2981 -0.4 0.3 1.2
F 13.4211 16.0487 15.6027 0.7 -1.0 -0.7
F 15.0876 14.0432 15.3452 -0.7 0.5 -0.2
F 11.7416 14.7732 14.4416 0.7 -0.3 0.1
C 18.1251 13.8243 10.2421 -0.3 -1.2 0.9
C 16.5836 13.8869 10.3778 0.4 -1.2 0.4
C 16.0644 13.1217 11.6843 0.0 1.0 0.4
C 15.9376 11.6700 11.6364 0.8 2.9 -0.4
N 15.7948 10.5567 11.5320 -0.4 -3.1 -0.1
H 18.4673 12.7909 9.9615 -0.3 0.9 0.0
H 18.4961 13.9688 11.2646 0.3 0.2 -0.3
H 18.5943 14.5630 9.5963 -0.3 0.0 -0.2
H 16.0795 13.4892 9.4829 0.2 0.0 0.5
H 16.2429 14.9088 10.4636 -0.1 0.3 0.2
H 15.0331 13.4301 11.8431 0.0 0.3 0.0
H 16.5756 13.3831 12.6728 -0.3 -0.1 -1.6
C 9.3506 17.0972 9.9326 -0.2 -1.5 0.1
C 10.6012 16.9372 10.7471 0.5 -1.6 -1.7
C 10.4381 16.2341 12.0232 -0.9 -0.6 3.1
C 9.5558 16.9243 13.0665 1.0 -1.0 -1.7
N 8.8242 17.4006 13.8065 -0.3 0.3 0.4
H 9.6420 17.5654 9.0221 -0.2 0.4 -0.9
H 8.5907 17.6612 10.4331 -0.4 0.5 0.3
H 8.9265 16.0932 9.7219 0.1 0.5 -0.1
H 11.0646 17.8700 10.8433 0.9 1.4 0.5
H 11.3253 16.2892 10.1817 -0.5 0.8 0.3
H 11.3746 16.0245 12.5259 0.4 0.4 0.1
H 10.0510 15.2059 11.9506 -0.3 0.3 -0.4
C 16.8173 17.7716 18.9225 0.7 1.6 1.1
C 15.6623 18.2421 19.7926 0.2 0.1 1.5
C 15.8948 18.1171 21.3805 -0.8 -1.7 0.6
C 16.3326 19.2125 22.3130 -0.1 -0.7 -2.0
N 16.7143 20.0539 22.9918 0.0 0.2 0.3
H 16.6478 18.0873 17.9291 -0.6 0.2 -1.3
H 16.9449 16.7254 18.9190 0.4 -1.2 0.2
H 17.7630 18.3214 19.1523 -0.5 -0.7 0.3
H 14.7527 17.6292 19.6184 0.5 0.7 -0.1
H 15.4938 19.2782 19.5353 -0.6 0.3 0.1
H 16.6313 17.2569 21.5167 -1.0 1.0 0.0
H 14.8878 17.7620 21.8278 1.6 0.5 -0.6
C 14.8979 21.2618 10.4147 -0.8 0.3 1.8
C 16.1240 20.4378 10.7651 1.2 0.7 -1.1
C 16.2382 19.0925 10.0895 0.4 -0.6 -0.5
C 15.1323 18.1936 10.3315 -0.9 -0.5 -0.1
N 14.2029 17.5155 10.3953 0.3 0.2 0.2
H 14.0623 20.8768 11.0067 -0.1 -0.2 -0.1
H 14.5062 21.3153 9.4047 0.6 0.0 -0.4
H 15.0368 22.2544 10.8722 0.0 -0.1 -0.6
H 16.2245 20.2876 11.8422 -0.1 0.3 -0.2
H 17.0316 20.9911 10.4106 -0.6 -0.3 0.5
H 17.1522 18.5903 10.3617 0.3 -0.2 0.6
H 16.3425 19.1220 9.0077 -0.3 0.6 -0.3
C 18.7924 17.3703 16.0030 0.2 -0.4 0.1
C 17.6558 16.4007 15.5808 0.5 1.3 -0.1
C 16.4803 17.2481 15.0599 0.3 -1.1 0.4
C 16.8891 17.8358 13.8257 -0.4 0.8 -0.6
N 17.1584 18.3067 12.8166 0.4 0.0 -0.2
H 19.6687 16.7827 16.3933 -0.8 0.7 -0.4
H 18.4030 18.0323 16.8140 0.5 -0.5 -0.6
H 19.0894 18.0291 15.1457 0.0 -0.6 0.7
H 17.3316 15.8242 16.4189 -0.2 -0.4 0.6
H 17.9662 15.7009 14.7961 0.0 0.2 0.2
H 16.1217 17.9905 15.7665 0.2 0.2 0.1
H 15.6412 16.6155 14.8444 -0.6 -0.4 -0.1
C 12.1203 12.3073 11.1282 1.3 -0.2 -0.7
C 12.4972 11.3302 9.9470 -1.4 -0.1 1.2
C 13.5708 12.0447 9.1737 1.4 -1.1 -0.4
O 13.7195 13.3403 9.6707 0.0 0.3 1.0
C 12.6152 13.6174 10.5099 -0.9 2.4 0.3
H 12.6915 12.1175 12.0520 -0.2 -0.1 -0.5
H 11.0545 12.2316 11.3426 0.0 0.4 0.0
H 11.5939 11.2122 9.2975 0.7 -0.2 0.6
H 12.8016 10.3674 10.3595 0.0 -0.1 -0.3
H 13.2236 12.1335 8.1653 0.1 -0.1 -1.0
H 14.5757 11.5203 9.2051 -1.1 0.5 -0.1
H 11.8012 14.0576 9.8611 0.5 -0.3 0.6
H 12.9636 14.4535 11.2200 -0.7 -1.4 -0.8
C 13.4061 15.1996 20.9076 1.1 -1.3 -0.8
C 13.3640 14.7060 19.4389 0.5 0.0 0.3
C 14.8088 14.8776 18.9517 0.5 0.1 0.6
O 15.6800 14.8682 20.1397 -2.1 -0.7 0.2
C 14.7735 14.6386 21.2898 1.3 0.2 -0.4
H 12.6237 14.7574 21.4954 -0.3 -0.1 0.4
H 13.3826 16.2763 21.0034 -0.1 0.2 -0.2
H 12.6598 15.2458 18.8262 -0.2 0.1 -0.3
H 13.1268 13.6317 19.3971 -0.2 0.4 0.1
H 14.9795 15.8544 18.5054 -0.2 -0.1 -0.4
H 15.1278 14.0808 18.2683 -0.1 0.2 0.0
H 15.2624 15.1630 22.0692 0.3 0.9 1.0
H 14.8472 13.5979 21.6461 -0.6 -0.1 -0.7
C 11.0958 11.6528 20.2807 -0.2 1.1 1.4
C 10.4615 13.0168 20.7402 1.9 -1.0 0.7
C 10.6522 12.8439 22.2379 0.7 1.2 0.5
O 11.9778 12.2984 22.4404 -2.0 0.4 0.4
C 12.2551 11.5466 21.2947 1.6 0.2 -1.3
H 11.3074 11.5665 19.2297 0.5 0.1 -0.4
H 10.3185 10.9322 20.5131 0.0 -0.4 0.0
H 9.4386 12.9530 20.4968 -1.2 0.8 -0.5
H 11.0103 13.9415 20.4802 -0.6 -0.6 -0.6
H 9.8882 12.1986 22.6435 -0.2 -0.4 0.4
H 10.6717 13.8110 22.7638 -0.3 -0.4 0.0
H 12.5637 10.5512 21.6030 -0.2 -0.4 -0.2
H 13.1421 12.0780 20.9079 0.0 -0.7 -0.5
C 10.2807 11.8127 15.5931 0.2 1.5 1.9
O 10.4643 11.6648 16.7975 0.0 -1.2 0.2
N 9.2411 11.3997 14.8929 -2.0 -0.8 -0.3
C 8.8516 12.0988 13.6582 1.7 -1.2 0.8
C 8.0860 10.7194 15.5637 1.8 0.5 -0.5
H 10.9379 12.5236 15.1254 0.5 0.1 -1.1
H 9.6271 12.8540 13.4808 -0.6 0.1 -0.3
H 7.8772 12.4417 13.9105 -0.7 1.0 -0.7
H 8.8579 11.3457 12.8787 -0.3 0.2 -0.6
H 8.0859 9.6675 15.3986 -0.2 -0.9 -0.9
H 8.2968 10.7505 16.5919 0.0 0.5 1.6
H 7.1560 11.2071 15.3159 -0.2 0.1 -0.1
C 20.9140 11.3362 14.8986 1.4 0.8 1.1
O 21.7128 10.4558 15.1831 -0.5 -0.4 -0.6
N 19.7616 11.2523 14.2245 0.0 1.2 0.5
C 19.0154 12.4884 14.0552 -1.0 0.2 -0.6
C 19.3259 10.1005 13.5169 -1.4 0.0 0.0
H 21.1732 12.3846 15.2494 -0.7 -0.7 -0.4
H 19.2655 13.0142 13.1353 0.2 -0.2 -0.4
H 19.2476 13.1808 14.8411 0.1 0.2 0.6
H 17.8995 12.3855 14.0062 1.0 -0.6 0.4
H 19.2150 10.3825 12.4883 -0.1 0.0 -0.9
H 20.0241 9.2957 13.5678 0.5 -0.5 0.4
H 18.3181 9.8222 13.8808 0.5 -0.2 -0.1
C 18.5875 13.1531 17.4576 -0.9 -0.6 -1.9
O 19.2418 14.0415 16.9515 1.0 0.9 -0.2
N 18.2289 13.0771 18.7268 0.1 -0.6 -0.1
C 18.7802 14.0350 19.6184 0.6 0.6 1.1
C 17.4321 11.9610 19.1774 1.8 -0.2 2.0
H 18.1502 12.3843 16.7917 0.2 -0.1 0.5
H 17.9790 14.4943 20.1950 0.1 0.2 0.0
H 19.3579 14.7651 19.0328 -0.5 -0.1 0.2
H 19.4967 13.5768 20.3204 -0.2 -0.1 -0.1
H 16.4421 12.2610 19.3577 -1.7 0.3 -0.1
H 17.5347 11.1162 18.5106 -0.1 0.1 -0.1
H 17.7955 11.6760 20.2106 -0.1 0.0 -1.1
C 13.2591 7.7011 12.4069 1.5 0.1 0.2
O 12.6037 7.5696 11.4038 -0.6 -0.1 -0.3
N 13.1048 8.6054 13.3927 -0.8 0.4 0.3
C 14.0862 8.6692 14.4389 1.0 0.6 0.2
C 12.0361 9.5853 13.3085 0.3 -0.6 1.7
H 14.2050 7.1539 12.6153 -0.4 -0.4 -0.4
H 14.7177 9.5978 14.3841 -0.4 -0.9 -0.2
H 14.6797 7.7617 14.3682 0.6 0.2 -0.3
H 13.7519 8.6100 15.4692 -1.0 0.2 0.1
H 11.3179 9.4605 14.1515 0.5 0.4 -0.5
H 12.4187 10.5726 13.1882 0.5 0.9 0.8
H 11.5577 9.4535 12.4003 -1.3 -0.8 -1.7
C 15.9273 10.9145 16.4858 0.3 0.9 -0.7
O 17.0902 10.5912 16.3606 0.5 -0.7 -0.1
N 15.0531 10.4635 17.3838 0.3 -0.2 0.1
C 13.7818 11.1194 17.3942 -1.5 -0.5 0.7
C 15.3636 9.4893 18.4193 0.9 -0.1 0.3
H 15.5024 11.7233 15.8467 0.0 -0.4 0.2
H 13.7577 11.9151 18.1250 0.1 0.5 0.2
H 13.0066 10.4236 17.7439 0.1 0.0 -0.3
H 13.4667 11.5127 16.4227 0.3 -0.2 0.2
H 15.1587 9.8766 19.4363 -0.4 -0.1 -0.5
H 14.8135 8.5685 18.2071 -0.1 0.0 0.4
H 16.4470 9.2368 18.4735 -0.7 0.3 -0.6
C 11.6884 17.9644 18.6308 -0.5 -0.1 -3.2
O 11.9064 17.8582 19.7974 0.3 -0.2 2.2
N 10.5185 18.3018 18.0465 -0.5 -0.4 0.8
C 10.3237 18.3654 16.6131 0.9 0.7 0.6
C 9.3596 18.3555 18.9217 -0.8 0.4 -2.2
H 12.3806 17.7255 17.8159 0.9 0.0 0.2
H 11.2231 17.9751 16.1578 0.2 -0.2 -0.3
H 10.2492 19.4380 16.3040 -0.5 -1.0 0.0
H 9.5110 17.7059 16.3666 -0.5 0.2 -0.5
H 9.6865 18.9282 19.7234 0.0 1.0 1.9
H 8.5498 18.9048 18.3581 0.6 -0.8 0.8
H 9.0430 17.3630 19.2624 -0.1 0.1 -0.2
C 15.8720 21.7687 14.6754 -0.5 -0.2 -1.2
O 15.2621 22.1911 13.6917 0.5 0.1 0.7
N 15.7213 22.1666 15.9403 0.7 -0.8 0.3
C 16.3880 21.4418 17.0093 0.9 -0.3 -0.3
C 14.8923 23.2448 16.3509 -1.2 -0.8 0.2
H 16.6079 20.9521 14.5452 0.0 0.1 0.2
H 17.2576 20.9558 16.4949 -0.3 0.4 1.0
H 15.7859 20.6193 17.4505 0.0 0.7 -0.2
H 16.6873 22.1779 17.8065 0.0 -0.9 -0.8
H 15.4843 23.9347 16.8891 0.7 1.0 0.7
H 14.4889 23.7392 15.4833 -0.5 0.0 -0.2
H 14.1439 22.8115 17.0438 -0.1 0.6 -0.5
C 13.3807 19.4041 15.5853 0.9 -0.1 1.9
O 13.2380 20.0465 16.6379 -0.1 -0.2 -1.0
N 13.1000 19.8298 14.3560 0.5 -2.0 -0.4
C 13.4065 19.0152 13.1985 0.0 -0.6 0.8
C 12.4360 21.0143 14.1230 -1.2 3.2 0.3
H 13.8533 18.3885 15.6729 -0.5 0.5 -0.6
H 13.4236 17.9966 13.5331 0.3 -0.8 0.1
H 14.3920 19.2589 12.8244 -0.1 0.2 -0.6
H 12.5853 19.0278 12.4909 0.2 0.5 -0.4
H 11.5124 20.8983 13.5273 0.6 -0.1 -0.1
H 12.1211 21.3930 15.0874 -0.3 0.1 0.3
H 13.0965 21.8366 13.7630 -0.4 -0.7 -0.4
C 8.0389 14.6274 15.9583 -1.9 -0.7 0.5
O 6.9493 14.1675 15.5967 0.7 -0.1 0.3
N 8.6746 14.2929 17.1019 -0.1 0.1 0.4
C 9.9804 14.8065 17.4231 1.6 -1.2 1.9
C 8.0236 13.3804 18.0644 0.1 -0.7 -0.8
H 8.4465 15.4158 15.3668 1.1 0.6 -0.4
H 10.6249 15.0969 16.6096 -0.4 0.2 -0.7
H 10.5457 13.9581 17.8845 -0.3 0.4 -0.5
H 10.0739 15.5576 18.2306 -0.8 0.1 -0.4
H 7.7019 13.8931 19.0038 0.0 -0.2 -0.9
H 7.1933 12.9364 17.4539 0.4 0.5 1.1
H 8.7042 12.5330 18.3557 -0.4 0.9 -0.5
```
Positions in Å, forces in eV/Å.